{
  "formula": "C5H8O",
  "method": "ωB97M-V/def2-TZVPD",
  "symbols": ["O", "C", "C", "C", "C", "C", "H", "H", "H", "H", "H", "H", "H", "H"],
  "positions_angstrom": [[-0.864, 1.764, 0.226], [-0.688, 0.409, 0.603], [-1.083, -0.633, -0.473], [0.134, -1.256, -1.088], [1.234, -0.401, -0.560], [0.759, -0.020, 0.847], [-0.358, 1.967, -0.571], [-1.291, 0.322, 1.507], [-1.567, -0.184, -1.353], [-1.824, -1.354, -0.103], [0.707, -0.962, 1.416], [1.208, 0.469, -1.245], [2.253, -0.789, -0.630], [1.380, 0.667, 1.425]],
  "lumo_energy_ev": -0.009,
  "gap_ev": 8.5,
  "mol_weight_da": 84.118,
  "relative_energy_kj_mol": 371.3
}


{
  "formula": "C25H42ClN2O8S",
  "method": "ωB97M-V/def2-TZVPD",
  "symbols": ["C", "C", "C", "Cl", "C", "C", "C", "C", "N", "C", "S", "N", "C", "H", "H", "H", "H", "H", "H", "H", "H", "H", "H", "O", "C", "O", "C", "C", "C", "H", "H", "H", "H", "H", "H", "H", "H", "O", "C", "O", "C", "C", "C", "H", "H", "H", "H", "H", "H", "H", "H", "O", "C", "O", "C", "C", "C", "H", "H", "H", "H", "H", "H", "H", "H", "O", "C", "O", "C", "C", "C", "H", "H", "H", "H", "H", "H", "H", "H"],
  "positions_angstrom": [[-1.316, -3.941, -0.138], [-2.330, -3.842, -1.329], [-1.823, -3.017, -2.513], [-3.098, -2.829, -3.786], [-1.352, -1.608, -2.175], [-1.542, -0.952, -0.964], [-1.040, 0.328, -0.757], [-0.368, 0.911, -1.793], [0.215, 2.221, -1.646], [1.373, 2.028, -1.248], [2.825, 1.708, -0.848], [-0.213, 0.310, -2.975], [-0.688, -0.920, -3.158], [-1.105, -4.968, 0.156], [-1.754, -3.393, 0.705], [-0.408, -3.387, -0.410], [-2.445, -4.868, -1.708], [-3.340, -3.557, -1.011], [-0.966, -3.547, -2.945], [-2.072, -1.463, -0.165], [-1.169, 0.862, 0.178], [0.282, 0.817, -3.743], [-0.546, -1.389, -4.129], [1.284, -2.361, 2.676], [1.801, -1.448, 3.265], [1.147, -0.270, 3.344], [1.562, 0.824, 4.170], [2.578, 1.688, 3.453], [3.191, -1.561, 3.834], [1.917, 0.476, 5.140], [0.661, 1.407, 4.362], [3.491, 1.136, 3.228], [2.841, 2.559, 4.055], [2.165, 2.027, 2.501], [3.917, -1.340, 3.050], [3.340, -2.581, 4.182], [3.369, -0.916, 4.692], [0.792, 1.999, -4.943], [-0.152, 2.578, -5.459], [0.059, 3.713, -6.089], [-0.943, 4.364, -6.897], [-1.845, 5.213, -6.034], [-1.566, 2.071, -5.311], [-1.498, 3.641, -7.496], [-0.397, 4.989, -7.601], [-2.384, 4.603, -5.313], [-2.570, 5.754, -6.641], [-1.258, 5.934, -5.464], [-1.980, 2.440, -4.370], [-1.545, 0.982, -5.293], [-2.219, 2.351, -6.131], [3.972, -3.955, 5.726], [3.980, -5.131, 5.470], [2.877, -5.698, 4.958], [2.839, -7.032, 4.439], [2.586, -8.047, 5.533], [5.174, -5.993, 5.796], [3.740, -7.252, 3.865], [2.010, -7.047, 3.731], [3.390, -8.052, 6.270], [2.498, -9.049, 5.112], [1.665, -7.808, 6.066], [5.108, -6.314, 6.835], [6.073, -5.393, 5.667], [5.283, -6.861, 5.150], [-2.968, 4.537, -3.085], [-3.107, 4.833, -1.925], [-3.757, 5.953, -1.603], [-4.142, 6.295, -0.264], [-3.021, 6.996, 0.474], [-2.470, 3.999, -0.840], [-4.510, 5.418, 0.271], [-4.988, 6.972, -0.366], [-2.147, 6.352, 0.584], [-3.350, 7.303, 1.466], [-2.699, 7.879, -0.079], [-1.437, 4.318, -0.714], [-2.487, 2.958, -1.158], [-2.988, 4.039, 0.116]],
  "charge": 1,
  "lumo_energy_ev": -3.570,
  "gap_ev": 8.3,
  "mol_weight_da": 566.137
}


{
  "formula": "C26H27BNO3",
  "method": "ωB97M-V/def2-TZVPD",
  "symbols": ["C", "O", "C", "C", "C", "N", "B", "H", "C", "C", "H", "H", "H", "H", "H", "H", "H", "H", "H", "C", "O", "C", "C", "C", "C", "C", "C", "C", "C", "C", "O", "C", "C", "C", "C", "C", "C", "C", "C", "C", "C", "H", "H", "H", "H", "H", "H", "H", "H", "H", "H", "H", "H", "H", "H", "H", "H", "H"],
  "positions_angstrom": [[-5.045, 3.524, 3.250], [-5.178, 4.058, 1.924], [-4.435, 3.584, 0.902], [-4.681, 4.175, -0.355], [-3.997, 3.747, -1.457], [-3.052, 2.775, -1.349], [-2.430, 2.439, -2.615], [-0.904, 0.367, -1.701], [-2.774, 2.203, -0.140], [-3.461, 2.568, 0.998], [-5.761, 4.112, 3.819], [-5.317, 2.463, 3.284], [-4.034, 3.676, 3.645], [-5.417, 4.962, -0.433], [-4.180, 4.164, -2.442], [-2.970, 1.549, -3.183], [-1.367, 2.932, -2.764], [-1.992, 1.444, -0.107], [-3.244, 2.078, 1.946], [-2.835, -3.215, 4.151], [-3.472, -2.699, 2.954], [-2.698, -2.207, 1.955], [-3.363, -1.810, 0.772], [-2.646, -1.326, -0.290], [-1.251, -1.189, -0.225], [-0.562, -0.637, -1.443], [0.933, -0.499, -1.333], [1.790, -1.199, -2.185], [3.163, -1.012, -2.113], [3.640, -0.023, -1.230], [4.977, 0.337, -1.171], [5.913, -0.697, -1.241], [7.029, -0.442, -2.040], [8.019, -1.411, -2.144], [7.924, -2.592, -1.400], [6.821, -2.822, -0.573], [5.792, -1.880, -0.495], [2.795, 0.738, -0.407], [1.447, 0.452, -0.444], [-0.592, -1.573, 0.957], [-1.293, -2.082, 2.039], [-3.683, -3.539, 4.760], [-2.171, -4.066, 3.923], [-2.261, -2.430, 4.669], [-4.447, -1.898, 0.763], [-3.160, -1.079, -1.222], [-0.795, -1.291, -2.297], [1.363, -1.905, -2.903], [3.857, -1.605, -2.726], [7.059, 0.506, -2.583], [8.868, -1.226, -2.805], [8.710, -3.337, -1.466], [6.744, -3.733, 0.024], [4.907, -2.038, 0.129], [3.223, 1.503, 0.250], [0.757, 0.993, 0.202], [0.496, -1.506, 1.017], [-0.762, -2.380, 2.947]],
  "charge": 1,
  "lumo_energy_ev": -4.141,
  "gap_ev": 6.0,
  "mol_weight_da": 412.318
}


{
  "formula": "C5H13O2",
  "method": "ωB97M-V/def2-TZVPD",
  "symbols": ["H", "C", "C", "H", "H", "H", "H", "C", "O", "H", "H", "H", "C", "O", "C", "H", "H", "H", "H", "H"],
  "positions_angstrom": [[-1.429, 1.773, -1.092], [0.151, 0.705, -0.026], [-0.848, 1.850, -0.163], [-0.238, 0.013, 0.743], [1.096, 1.038, -0.496], [-0.332, 2.820, -0.208], [-1.551, 1.855, 0.684], [2.257, 0.604, 2.181], [1.219, 1.386, 1.741], [2.977, 0.379, 1.374], [2.765, 1.029, 3.066], [1.805, -0.364, 2.478], [-1.673, -2.301, -1.017], [-1.459, -1.027, -1.575], [-0.167, -0.536, -1.447], [-2.747, -2.512, -1.072], [-1.123, -3.076, -1.580], [-1.353, -2.338, 0.037], [0.078, 0.037, -2.349], [0.573, -1.335, -1.280]],
  "lumo_energy_ev": [0.932, -1.143],
  "gap_ev": [9.3, 7.4],
  "multiplicity": 2,
  "s2": 0.76,
  "mol_weight_da": 105.157,
  "relative_energy_kj_mol": 330.5
}